{"formula": "C34H39BN12OTi", "method": "wB97M-V/def2-TZVPD", "elements": ["C", "C", "H", "H", "C", "H", "H", "H", "C", "H", "H", "O", "H", "H", "C", "H", "H", "C", "C", "C", "C", "C", "N", "H", "C", "C", "H", "C", "C", "H", "C", "C", "C", "N", "H", "H", "N", "H", "C", "N", "H", "C", "N", "C", "H", "N", "H", "H", "H", "N", "H", "C", "H", "H", "C", "H", "C", "H", "H", "H", "H", "H", "C", "H", "N", "H", "C", "C", "H", "Ti", "H", "C", "H", "C", "C", "C", "N", "N", "H", "N", "N", "H", "B", "H", "C", "C", "C", "C"], "positions_angstrom": [[-1.896, 0.910, -3.453], [1.162, 0.226, -4.089], [-5.399, 0.404, -1.071], [-3.450, -2.590, -3.819], [-4.077, -4.865, 1.763], [0.407, 4.748, 2.833], [-0.894, -4.374, 2.255], [-1.415, -0.450, 5.327], [-4.445, 0.094, -0.683], [-1.441, 1.890, -3.355], [-4.667, -2.064, -0.123], [-0.516, 2.392, -0.792], [4.468, -0.896, 1.880], [1.167, 3.280, -2.301], [2.434, 4.105, 2.534], [4.337, 1.393, -4.510], [-3.111, 1.882, -0.837], [4.602, 0.440, 3.415], [-3.288, 0.859, -0.551], [1.396, -2.354, -0.612], [2.665, 1.920, 1.516], [3.231, 3.071, 2.078], [-2.570, -3.411, 1.356], [4.799, -0.320, 4.167], [3.421, 1.112, -4.008], [3.603, 0.806, 1.139], [0.353, -0.183, -4.677], [-1.293, -0.571, 4.265], [2.628, -0.854, 2.757], [2.336, -1.880, -0.851], [2.109, 0.900, -1.995], [1.281, 1.785, 1.327], [0.934, -3.613, -0.982], [-1.417, -1.350, 2.203], [2.074, -1.253, 1.911], [0.651, 4.938, -2.231], [-0.138, 0.037, -2.008], [2.060, 1.044, -0.924], [-3.020, -1.601, -3.716], [-2.807, -1.124, 0.164], [4.311, 3.165, 2.148], [1.053, 3.968, 2.449], [-0.620, -2.497, 0.120], [-0.609, 0.258, 3.378], [4.589, 1.178, 0.860], [0.599, 4.001, -1.876], [-3.472, 1.587, -4.740], [-4.488, -0.661, -4.970], [-5.060, -5.308, 1.758], [-2.308, 0.128, -0.031], [3.985, 1.229, 3.836], [-1.948, -4.418, 2.030], [-2.733, -6.302, 2.843], [2.908, -1.650, 3.443], [0.513, 2.831, 1.867], [-2.410, -2.428, 3.726], [-1.800, -1.578, 3.471], [-0.077, 1.173, 3.577], [2.878, 4.997, 2.955], [-1.093, -4.446, -0.544], [4.111, 1.666, -2.056], [3.211, 0.188, 0.335], [-0.356, -3.663, -0.498], [-1.869, 4.238, 0.166], [0.454, -1.689, 0.056], [5.540, 0.858, 3.056], [-4.096, -1.158, -0.223], [-1.307, -0.170, -2.794], [-1.029, 5.512, -0.634], [-0.120, 0.504, 0.028], [2.425, 0.449, -5.791], [-0.380, 3.598, -1.049], [-1.406, -2.274, -2.460], [-3.030, 0.738, -4.231], [-1.876, -1.426, -2.943], [1.008, 0.378, -2.699], [-3.885, -3.690, 1.193], [-0.689, -0.216, 2.133], [-0.572, 2.762, 1.819], [-1.216, 4.530, -0.540], [3.867, -0.177, 2.280], [1.460, -4.376, -1.529], [-1.891, -2.116, 0.923], [2.009, -0.122, 3.262], [-2.884, -5.374, 2.318], [-3.602, -0.522, -4.364], [3.290, 1.259, -2.639], [2.344, 0.585, -4.720]], "s2": 0.754, "energy_ev": -79610.968, "total_charge": 1, "homo_lumo_gap_ev": [6.8, 6.8], "mol_weight_g_mol": 690.45, "multiplicity": 2, "e_above_lowest_kcal_mol": 8.3, "homo_energy_ev": [-9.2, -9.2], "lumo_energy_ev": [-2.42, -2.42]}